Record 1
{
  "formula": "C5H5NO",
  "method": "wB97M-V/def2-TZVPD",
  "e_tot_ev": -8798.858,
  "e_above_lowest_ev": 4.561,
  "homo_energy_ha": -0.37341,
  "gap_ev": 10.77,
  "e_lumo_ev": 0.61,
  "species": ["O", "N", "C", "C", "C", "C", "C", "H", "H", "H", "H", "H"],
  "coordinates": [[-2.0631, 0.0085, -0.4586], [2.2036, -2.1211, 0.3026], [1.4019, -1.2933, 0.1842], [0.3805, -0.3807, -0.2444], [0.6857, 1.0655, -0.1533], [0.8494, 2.2571, -0.0119], [-1.0746, -0.6348, 0.2982], [-1.8917, 0.9605, -0.4187], [1.0446, 3.3141, 0.0722], [-1.1455, -0.3158, 1.3589], [-1.2851, -1.7036, 0.2783], [0.8944, -1.1564, -1.2076]],
  "atomic_forces_ev_per_a": [[0.25, 0.18, -0.12], [-0.21, 0.32, 0.32], [1.23, -0.78, 2.18], [0.62, -0.90, -1.18], [0.36, 0.14, -0.42], [-0.07, -0.89, -0.24], [0.42, -0.42, -0.07], [-0.09, -0.14, -0.04], [-0.14, -0.53, 0.01], [0.47, -0.06, -0.46], [0.01, 0.02, -0.13], [-2.84, 3.06, 0.14]],
  "nbo_charge": [-0.696, -0.312, 0.191, -0.385, -0.023, -0.205, -0.040, 0.475, 0.253, 0.181, 0.200, 0.361]
}

=====

Record 2
{
  "formula": "C5H5NO",
  "method": "wB97M-V/def2-TZVPD",
  "e_tot_ev": -8800.565,
  "e_above_lowest_ev": 2.854,
  "homo_energy_ha": -0.32691,
  "gap_ev": 9.09,
  "e_lumo_ev": 0.19,
  "species": ["O", "N", "C", "C", "C", "C", "C", "H", "H", "H", "H", "H"],
  "coordinates": [[0.1917, 0.4710, -2.0926], [0.3613, -1.3125, 1.3836], [-0.5800, -1.9741, 1.0897], [0.7061, 0.7502, 0.2740], [0.9933, -0.0759, 1.2933], [-1.4385, -0.1193, -0.5277], [-0.2269, 0.3547, -0.7963], [-1.8763, 0.0144, 0.4533], [1.0874, 1.7620, 0.2356], [1.6616, 0.1590, 2.1165], [1.1500, 0.5657, -2.1327], [-2.0297, -0.5953, -1.2965]],
  "atomic_forces_ev_per_a": [[0.30, -0.09, -0.05], [-0.74, -0.41, -0.20], [1.02, -0.05, 0.63], [-0.29, -0.06, 0.20], [-0.08, 0.34, -0.16], [-0.21, 0.32, -0.33], [-0.36, 0.04, 0.18], [0.18, -0.30, -0.06], [0.43, -0.09, 0.13], [-0.06, 0.07, -0.28], [-0.04, -0.06, 0.05], [-0.16, 0.29, -0.10]],
  "nbo_charge": [-0.668, -0.580, 0.359, -0.262, -0.010, -0.463, 0.253, 0.216, 0.230, 0.224, 0.479, 0.223]
}

=====

Record 3
{
  "formula": "C5H5NO",
  "method": "wB97M-V/def2-TZVPD",
  "e_tot_ev": -8797.867,
  "e_above_lowest_ev": 5.552,
  "homo_energy_ha": [-0.32104, -0.32101],
  "gap_ev": [8.67, 8.67],
  "e_lumo_ev": [-0.06, -0.06],
  "species": ["O", "N", "C", "C", "C", "C", "C", "H", "H", "H", "H", "H"],
  "coordinates": [[-1.5373, 1.7099, 0.8443], [0.1659, 0.0829, -1.2918], [-0.8404, -0.4519, -0.3749], [1.0028, -0.5990, 1.2312], [-0.8127, 0.9779, 0.2464], [0.6023, 0.9863, -0.3140], [-0.0770, -1.1888, 0.7290], [-0.4608, -2.1134, 1.1493], [1.2847, 1.8131, -0.5098], [1.5232, 0.3131, 0.7348], [0.8437, -0.5647, -1.6884], [-1.7283, -0.9189, -0.7989]],
  "atomic_forces_ev_per_a": [[0.39, -0.41, -0.34], [0.22, -0.05, 0.00], [-0.25, -0.20, -0.01], [-0.32, -0.06, -0.19], [-0.32, 0.34, 0.42], [0.08, 0.18, -0.12], [0.16, 0.06, 0.15], [0.06, 0.12, -0.06], [-0.06, -0.15, 0.08], [0.00, 0.02, -0.02], [-0.07, 0.07, 0.01], [0.12, 0.07, 0.09]],
  "nbo_charge": [-0.483, -0.538, -0.190, -0.176, 0.594, -0.147, -0.378, 0.248, 0.238, 0.216, 0.389, 0.228]
}

=====

Record 4
{
  "formula": "C5H5NO",
  "method": "wB97M-V/def2-TZVPD",
  "e_tot_ev": -8800.996,
  "e_above_lowest_ev": 2.423,
  "homo_energy_ha": -0.39733,
  "gap_ev": 11.51,
  "smiles": "C#C[C@@H](C#N)CO",
  "e_lumo_ev": 0.69,
  "species": ["O", "N", "C", "C", "C", "C", "C", "H", "H", "H", "H", "H"],
  "coordinates": [[-1.9444, -0.2029, -0.6112], [2.3345, -1.8770, 0.7434], [0.6543, 1.0526, -0.0588], [-0.9572, -0.8114, 0.1753], [0.4499, -0.3812, -0.3113], [0.7529, 2.2303, 0.1673], [1.5131, -1.1977, 0.2952], [-1.0681, -1.8915, 0.0525], [-1.0615, -0.5685, 1.2418], [0.8741, 3.2732, 0.3664], [-1.8749, 0.7539, -0.4856], [0.4746, -0.5608, -1.3935]],
  "atomic_forces_ev_per_a": [[-0.03, 0.26, 0.04], [-0.86, 0.70, -0.41], [0.05, 0.57, 0.10], [0.14, -0.21, 0.18], [-0.01, 0.03, -0.08], [-0.02, -0.51, -0.11], [0.74, -0.66, 0.41], [0.05, 0.14, -0.01], [0.03, -0.04, -0.16], [-0.04, -0.19, -0.04], [-0.09, -0.11, -0.04], [0.04, 0.03, 0.12]],
  "nbo_charge": [-0.700, -0.294, -0.010, -0.029, -0.427, -0.207, 0.289, 0.198, 0.177, 0.249, 0.476, 0.280]
}

=====

Record 5
{
  "formula": "C5H5NO",
  "method": "wB97M-V/def2-TZVPD",
  "e_tot_ev": -8799.377,
  "e_above_lowest_ev": 4.042,
  "homo_energy_ha": -0.33809,
  "gap_ev": 9.53,
  "smiles": "C=C=C(O)CC#N",
  "e_lumo_ev": 0.33,
  "species": ["O", "N", "C", "C", "C", "C", "C", "H", "H", "H", "H", "H"],
  "coordinates": [[0.0653, 0.6648, -1.8126], [-1.3328, -0.7237, 2.4766], [0.0667, -0.1559, -0.7760], [-1.2354, -0.4837, 1.3505], [-1.2619, -0.1892, -0.0885], [1.2028, -0.7748, -0.3421], [1.6302, 0.1568, 0.5260], [2.5582, 0.2017, 1.0784], [-1.8179, 0.7399, -0.2605], [0.9290, 0.5460, -2.2475], [-1.7739, -1.0044, -0.6002], [0.9696, 1.0224, 0.6959]],
  "atomic_forces_ev_per_a": [[-0.15, -0.58, -0.39], [0.17, 0.29, -1.13], [-0.37, -0.14, -0.36], [-0.13, -0.31, 0.78], [-0.20, -0.16, -0.11], [-0.26, 0.71, 0.13], [0.41, 0.39, 0.48], [0.22, -0.40, 0.02], [0.13, -0.22, -0.09], [-0.04, 0.25, 0.05], [-0.46, -0.03, 0.09], [0.69, 0.19, 0.54]],
  "nbo_charge": [-0.631, -0.283, 0.526, 0.284, -0.605, -0.289, -0.413, 0.197, 0.279, 0.510, 0.292, 0.135]
}

=====

Record 6
{
  "formula": "C5H5NO",
  "method": "wB97M-V/def2-TZVPD",
  "e_tot_ev": -8799.929,
  "e_above_lowest_ev": 3.490,
  "homo_energy_ha": -0.33849,
  "gap_ev": 9.72,
  "e_lumo_ev": 0.51,
  "species": ["O", "N", "C", "C", "C", "C", "C", "H", "H", "H", "H", "H"],
  "coordinates": [[-1.6654, -1.4686, 1.0437], [0.7354, 1.7394, -0.2630], [0.1508, 0.0465, 1.3482], [-0.3476, -1.1508, 1.1252], [0.5674, 0.9363, -1.1773], [0.3597, 0.0425, -2.1093], [0.6171, 1.2444, 1.0895], [1.1850, -0.5278, -2.5194], [0.9373, 1.9619, 1.8382], [-2.1745, -0.6455, 1.0616], [-0.6486, -0.1485, -2.4614], [0.2833, -2.0297, 1.0239]],
  "atomic_forces_ev_per_a": [[-0.17, 0.20, 0.05], [-0.10, -0.45, -0.54], [-0.06, -0.05, -0.19], [0.35, 0.16, 0.10], [0.02, 0.14, 0.21], [0.06, 0.15, 0.06], [-0.05, -0.18, 0.26], [-0.08, 0.12, 0.02], [-0.07, -0.14, -0.10], [0.00, -0.16, 0.03], [0.14, 0.09, 0.01], [-0.06, 0.12, 0.09]],
  "nbo_charge": [-0.662, -0.459, -0.129, 0.124, 0.448, -0.638, -0.073, 0.246, 0.214, 0.482, 0.245, 0.201]
}